Computed, not measured: C12H36InO16P4 as an isolated structure at a distorted geometry, with the ωB97M-V functional and the def2-TZVPD basis.

* HOMO energy: -18.0268 eV
* Kohn-Sham gap: 2.23 eV
* E_LUMO: -0.5804 Eh
* energy above the lowest of the compared OMol25 structures with the same formula, charge and spin: 121.4 kcal/mol
* energy: -88089.68852 eV
* charge: +3
* molar mass: 675.118 g/mol

```
69
Properties=species:S:1:pos:R:3:forces:R:3
H -6.574 3.935 -1.402 0.550 0.022 -0.158
P 0.577 -3.299 0.244 0.426 -4.457 -0.074
O 0.461 -0.188 -4.792 -2.773 0.535 2.495
H 2.792 -2.536 -1.946 -0.100 0.208 -0.076
H -1.532 -3.484 -1.722 0.272 0.275 0.579
C 1.342 0.087 4.913 0.088 1.022 1.487
In -0.045 0.961 0.484 0.007 -1.283 -0.693
H 1.746 -0.848 -6.083 0.555 -0.179 -0.072
C 4.798 2.278 3.087 0.511 -0.562 -0.131
H 5.422 2.959 3.665 -0.873 0.025 0.762
H -1.590 -2.387 -5.556 0.511 0.926 -0.082
O 0.010 -1.935 0.023 -0.189 0.611 -0.301
H -2.415 3.415 2.649 0.054 1.118 -0.500
P 3.173 0.146 3.016 3.412 0.434 3.748
H -0.464 -3.597 -5.214 0.581 0.093 0.840
H -3.354 2.092 2.704 -0.552 -0.536 1.013
H 2.754 -4.200 -2.344 -0.241 -0.434 0.561
H 1.905 0.495 5.752 -0.278 0.354 0.046
O 2.476 0.698 1.829 -1.102 -0.212 -0.811
C -2.229 5.608 0.079 -0.596 1.137 -1.307
O 2.035 -3.646 -0.441 -2.711 0.656 1.401
H -2.411 6.387 0.819 -0.356 -0.278 0.201
O -0.289 -0.022 -2.244 0.178 -0.184 -1.271
C 1.875 -3.701 2.526 1.506 -1.297 2.036
H -3.944 3.655 3.569 0.326 -0.643 0.265
O -2.486 2.501 0.037 1.188 -0.449 0.043
H 0.567 -0.533 5.364 0.319 -0.628 -0.594
C -3.476 3.175 2.710 0.614 -0.752 1.628
O -3.499 4.931 -0.295 1.835 -2.084 1.618
H -2.427 -4.675 -0.716 0.271 0.222 0.495
O 0.677 -3.610 1.850 -0.911 0.802 -4.073
H 4.197 2.824 2.360 0.129 -0.101 0.068
H 2.704 -4.269 2.103 -0.183 0.407 -1.047
C 1.717 -0.806 -4.994 0.126 -0.457 -0.204
C -6.027 3.817 -0.467 -3.552 0.055 0.601
H -1.364 -5.164 -1.984 0.153 -0.239 0.056
H -2.010 6.140 -0.847 0.291 0.073 0.092
H -3.553 1.072 -3.169 -0.185 -0.126 -0.789
O 4.346 -0.951 2.696 -2.728 1.458 -1.752
C -1.186 -2.950 -4.715 -1.563 -0.450 -3.235
H -6.740 3.333 0.200 -0.100 -0.617 -0.135
O -0.343 -4.619 -0.320 1.362 3.810 1.248
O -4.923 2.948 -0.624 1.194 0.143 -0.513
H -5.985 4.763 0.073 1.396 0.206 -0.497
H -1.990 1.692 -2.889 0.435 -0.683 0.493
O -4.308 3.445 1.651 0.773 0.739 -2.416
C 2.164 -3.423 -1.858 1.277 0.777 -0.835
H -2.528 2.093 -4.342 -0.826 -0.674 -0.913
H 0.857 0.904 4.378 0.160 -0.027 -0.254
H 1.605 -4.389 3.327 0.094 0.383 0.772
P -0.681 -0.531 -3.633 0.809 -1.202 -0.905
O 3.938 1.394 3.898 -1.196 -1.780 -2.048
P -3.664 3.374 0.170 -1.624 2.171 0.186
O -0.727 -2.157 -3.654 0.038 2.236 1.266
H 2.212 -2.747 2.930 -0.101 -0.004 0.011
H -1.345 5.030 0.348 -0.594 -0.669 0.038
H 6.121 -0.277 3.615 0.197 -0.136 -0.835
O 2.329 -0.610 4.151 0.430 0.271 -2.136
O -2.062 0.044 -4.190 2.185 -1.472 0.228
H 2.526 -0.186 -4.610 -0.083 0.179 -0.079
H 5.926 -2.097 3.592 -0.067 0.039 -1.511
C -2.600 1.238 -3.671 0.133 2.272 1.502
C -1.473 -4.431 -1.185 -0.534 -0.704 -1.188
C 5.438 -1.124 3.543 0.466 0.150 3.587
H 1.275 -3.256 -2.465 -0.471 -0.193 0.648
H 5.029 -1.129 4.554 -0.122 0.185 0.479
H 1.776 -1.804 -4.559 -0.143 0.005 -0.070
H 5.579 1.672 2.627 -0.319 -0.201 -0.574
H -2.106 -3.524 -4.604 0.223 -0.285 1.583
```
Positions in Å, forces in eV/Å.

These are the Löwdin partial charges, in e, on atoms 1 to 4:
1 H 0.1184
2 P 0.6300
3 O -0.1601
4 H 0.0959

=====

Computed, not measured: a 5-piece molecular cluster, C12H36N2O7 overall at a distorted geometry, with the ωB97M-V functional and the def2-TZVPD basis.

* multiplicity: 2
* HOMO energy (spin up / spin down): -11.4636 / -11.3993 eV
* Kohn-Sham gap (spin up / spin down): 8.39 / 3.24 eV
* E_LUMO (spin up / spin down): -0.1131 / -0.2997 Eh
* energy above the lowest of the compared OMol25 structures with the same formula, charge and spin: 17.2 kcal/mol
* energy: -30328.24057 eV
* charge: +1
* molar mass: 320.427 g/mol

```
57
Properties=species:S:1:pos:R:3:forces:R:3
H 1.059 0.442 0.240 -0.469 -0.225 0.156
H -2.469 -3.116 -1.563 0.344 0.314 -0.311
H -5.347 -1.634 1.488 -0.229 0.265 0.166
H 0.150 -4.250 -0.381 -0.053 0.033 0.246
H 0.603 -4.426 -3.596 -0.187 -0.211 -0.045
H -1.976 -0.180 0.804 0.514 -0.581 0.008
H 3.870 0.266 -0.860 -0.089 -0.110 -0.210
H 5.112 3.046 0.873 -0.530 0.071 -0.038
C -3.528 -3.372 -1.590 1.396 -0.957 1.163
C 2.004 -0.100 0.207 1.976 0.811 -0.978
N -4.078 -0.030 1.047 0.766 -0.596 1.346
H 1.502 -1.089 -1.555 0.680 -0.094 -1.038
C -0.296 1.926 2.234 -1.364 0.142 2.050
N 1.801 -1.293 -0.612 -2.411 1.545 1.612
C -4.281 -1.412 1.548 -0.885 -0.416 -2.302
H -4.153 -0.043 0.040 -0.531 -0.068 -0.140
H 1.314 -2.350 0.995 -0.436 -0.851 0.093
H 2.365 3.219 0.366 0.383 -0.184 0.391
H 1.685 4.009 -0.733 -0.464 0.222 -0.581
H 5.623 1.480 0.377 -0.226 -0.527 0.043
C -3.680 -2.479 0.597 0.867 -1.343 0.329
H -0.681 -5.047 -2.438 0.578 -0.454 0.144
O 2.121 4.110 0.114 0.285 0.155 0.755
H 0.636 2.171 2.742 0.055 -0.294 -0.116
H 1.686 -3.860 -1.138 0.118 -0.217 -0.265
C 0.898 -2.230 -0.006 0.673 -1.229 -0.918
H 1.624 5.172 -2.355 0.148 0.527 -0.043
O -0.912 0.835 2.980 1.659 -0.310 -0.982
O 3.538 1.741 0.557 -1.314 -1.587 -0.889
O -0.028 -3.132 -2.109 0.862 1.330 1.451
H 2.509 1.370 -1.279 0.293 0.309 -0.152
H 2.374 -0.250 1.222 -0.316 -0.700 -0.016
C 0.690 -3.473 -0.922 -0.058 -0.055 0.083
C 3.020 0.832 -0.481 0.770 0.710 1.560
C -2.281 0.627 2.831 -1.516 0.026 -1.460
H -3.527 -4.383 -1.183 -0.277 -0.455 0.061
H 3.376 5.828 -0.004 -0.316 -0.503 0.128
C -2.724 0.431 1.308 0.645 0.658 1.086
H -3.824 -3.474 -2.634 -0.785 0.850 0.300
O 1.078 4.391 -2.272 -0.289 -0.299 -0.188
H -2.885 1.451 3.212 0.122 0.522 0.026
H -1.159 -3.920 -3.569 0.458 0.339 -0.496
O -4.209 -2.524 -0.709 -1.435 1.565 -0.762
H -0.127 1.821 1.163 -0.348 -0.371 -0.082
H -2.563 -0.196 3.487 0.308 -0.300 -0.283
H -0.978 2.746 2.458 0.211 0.581 -0.697
H 1.367 3.819 -2.983 -0.011 -0.086 -0.348
C 4.826 2.210 0.235 0.920 0.500 -0.488
H -4.023 -1.571 2.595 0.441 0.166 -0.271
H -3.803 -3.492 0.982 -0.357 -0.160 0.703
O 3.610 6.749 -0.119 0.181 0.224 -0.305
H 3.774 7.068 0.768 0.013 0.163 0.172
H 4.847 2.517 -0.810 0.120 0.290 -0.018
H -2.595 -2.449 0.494 0.578 0.657 0.111
H -0.055 -1.710 0.090 -0.448 0.339 0.053
H -2.607 1.410 0.842 -0.142 0.156 -0.030
C -0.277 -4.200 -2.993 -0.879 -0.285 0.213
```
Positions in Å, forces in eV/Å.

These are the Löwdin partial charges, in e, on atoms 1 to 4:
1 H 0.1311
2 H 0.0549
3 H 0.1178
4 H 0.1343